No. 1
Formula: C31H27FN6O10SY
Source: the Open Molecules 2025 dataset
Level of theory: ωB97M-V/def2-TZVPD

```
77
Properties=species:S:1:pos:R:3:forces:R:3
Y -0.1859 0.3609 1.1670 0.151 0.109 0.436
O 0.3536 0.5800 5.1562 0.037 -0.004 -0.127
C 0.3831 -0.4093 4.2634 -0.108 0.063 0.105
O 1.0827 -0.3674 3.2766 -0.018 -0.076 0.003
C -0.4904 -1.6084 4.6322 0.066 0.007 0.065
O -1.5795 -1.7960 3.7656 0.021 0.038 -0.058
C -2.6990 -0.9624 4.0154 -0.035 -0.040 0.065
C -2.5240 0.5003 3.6048 0.158 0.009 0.025
O -3.3987 1.3022 3.9071 -0.062 -0.074 -0.021
O -1.4469 0.7508 2.9656 -0.184 0.096 -0.091
H 0.7732 1.3434 4.7108 -0.021 0.016 0.046
H -0.8227 -1.5082 5.6713 -0.005 0.008 -0.003
H 0.1464 -2.4870 4.5251 -0.030 -0.022 0.009
H -2.9896 -1.0001 5.0718 0.023 -0.005 0.005
H -3.5126 -1.3619 3.4094 -0.002 -0.002 0.007
N -2.8796 -3.2850 0.3997 -0.010 -0.005 -0.070
C -2.5643 -2.0385 -0.0931 -0.220 -0.017 0.128
S -1.6576 -1.9041 -1.5186 -0.089 0.137 0.053
N -3.1367 -1.0466 0.6012 0.400 0.056 -0.064
N -2.5257 0.1493 0.4350 -0.173 -0.004 -0.267
C -3.2384 1.2183 0.4203 0.098 0.227 -0.127
C -4.7246 1.2003 0.3278 -0.017 0.000 0.059
C -5.5302 1.2231 1.4617 0.000 0.087 0.012
C -6.9118 1.2007 1.3261 0.005 0.001 0.011
C -7.4966 1.1559 0.0680 0.006 -0.001 0.002
C -6.6937 1.1334 -1.0641 0.002 0.000 0.044
C -5.3126 1.1559 -0.9323 -0.025 -0.055 -0.072
C -2.5053 2.5041 0.3367 -0.215 -0.199 -0.071
C -3.1820 3.7176 0.2372 0.024 0.057 -0.014
C -2.4528 4.8784 0.0599 -0.064 0.025 0.008
C -1.0703 4.8160 -0.0179 0.103 -0.054 -0.010
C -0.4689 3.5773 0.1203 -0.116 0.036 0.072
N -1.1638 2.4584 0.3014 -0.013 -0.044 -0.045
H -2.3202 -4.0231 0.0080 0.023 -0.002 0.012
H -3.0027 -3.3126 1.4006 0.002 -0.022 0.011
H -5.0673 1.2646 2.4407 0.002 -0.015 -0.007
H -7.5328 1.2153 2.2136 -0.008 -0.002 -0.008
H -8.5753 1.1328 -0.0297 0.002 0.004 -0.003
H -7.1413 1.0888 -2.0493 0.005 -0.001 -0.001
H -4.6814 1.1156 -1.8126 0.020 -0.003 0.022
H -4.2606 3.7340 0.2964 0.000 -0.002 -0.005
H -2.9636 5.8304 -0.0173 0.002 -0.001 -0.004
H -0.4621 5.6979 -0.1612 -0.026 0.017 -0.002
H 0.6086 3.4642 0.1056 0.005 0.024 -0.008
C 4.9051 -4.2020 -2.3983 0.003 -0.048 -0.011
C 5.3009 -2.7319 -2.3874 -0.075 0.134 0.097
C 5.8195 -2.3186 -3.7552 -0.032 -0.091 -0.057
C 6.1440 -0.8385 -3.7963 0.048 0.054 0.013
C 4.9206 -0.0461 -3.4391 -0.102 -0.005 0.053
C 4.6870 1.2037 -3.9614 0.032 0.038 -0.035
C 3.5523 1.9168 -3.5880 0.019 0.009 -0.020
F 3.3696 3.1399 -4.1349 0.000 0.022 0.002
C 2.6442 1.4222 -2.7017 0.028 -0.067 -0.009
C 2.8593 0.1463 -2.1628 -0.178 0.049 -0.078
C 1.8768 -0.3640 -1.1895 -0.099 0.007 0.039
O 0.8590 0.3128 -0.9671 0.056 0.000 0.137
C 2.2254 -1.6095 -0.5685 0.278 -0.052 -0.198
C 3.3203 -2.2743 -1.0286 -0.057 -0.034 0.106
N 4.1636 -1.8625 -1.9952 0.041 0.004 -0.098
C 3.9815 -0.5927 -2.5404 0.130 -0.119 0.031
C 1.4821 -2.2950 0.5646 -0.261 0.125 0.008
O 1.9245 -3.3504 1.0025 0.019 -0.058 -0.081
O 0.4431 -1.6794 0.9738 0.239 -0.504 0.012
H 5.7063 -4.7750 -2.8671 -0.006 -0.002 0.009
H 3.9914 -4.3455 -2.9776 0.013 0.004 -0.010
H 4.7466 -4.6142 -1.4045 0.001 0.015 0.004
H 6.0974 -2.5744 -1.6509 0.028 -0.014 -0.024
H 5.0616 -2.5569 -4.5084 -0.002 0.013 0.006
H 6.6998 -2.9235 -3.9782 0.012 0.020 0.003
H 6.5093 -0.5379 -4.7792 -0.011 -0.016 -0.011
H 6.9452 -0.6225 -3.0809 0.000 -0.001 -0.004
H 5.3835 1.6469 -4.6627 -0.002 -0.001 0.005
H 1.7645 1.9748 -2.4038 -0.001 0.000 0.004
H 3.5245 -3.2275 -0.5630 0.000 0.005 0.006
O 2.0029 1.3816 1.1712 0.314 0.191 -0.098
N 2.0180 2.1991 2.1300 -0.169 -0.148 -0.090
O 0.8939 2.3391 2.6422 0.018 0.103 0.163
```
Positions in Å, forces in eV/Å.

Computed properties:
Kohn-Sham gap = 6.43 eV
DFT total energy = -2815.15752 Ha
LUMO = 2.104 eV
charge = -1
relative energy (zero: lowest compared OMol25 entry of this formula, charge and spin) = 1.042 eV

These are the Mulliken partial charges, in e, on atoms 1 to 4: number 1, Y, carries 1.26; number 2, O, carries -0.50; number 3, C, carries 0.69; number 4, O, carries -0.58



No. 2
Formula: C31H27O4
Source: the Open Molecules 2025 dataset
Level of theory: ωB97M-V/def2-TZVPD

```
62
Properties=species:S:1:pos:R:3:forces:R:3
C -3.1940 2.9030 -1.7067 -0.635 -0.527 -0.037
C -1.8749 3.5992 -1.5153 -0.043 -1.514 0.559
O -0.8346 2.6388 -1.2612 0.839 -0.615 -0.222
C 0.3676 3.2268 -0.9401 -2.498 -0.282 -0.290
C 1.5303 2.1550 -1.0444 -3.829 2.986 -5.303
C 2.7558 3.0803 -1.0909 0.640 -0.338 -0.555
C 3.8324 2.3908 -1.8219 2.642 -0.353 -1.166
O 2.8865 4.2270 -0.7062 -0.265 -1.489 0.117
O 0.3512 4.4394 -0.8219 1.280 -1.644 0.227
H -3.9492 3.6910 -1.8390 0.051 -0.234 0.020
H -3.2350 2.2502 -2.5991 0.204 0.336 0.375
H -3.4942 2.2866 -0.8367 0.304 0.372 -0.372
H -1.6145 4.1699 -2.3758 0.275 0.647 -0.620
H -1.8760 4.1962 -0.6399 -0.416 1.046 0.562
H 1.3238 1.7190 -2.1122 0.418 1.977 0.821
H 3.5207 1.6946 -2.6248 -0.123 0.321 0.721
H 4.4364 3.1501 -2.3307 0.114 0.051 0.271
H 4.5286 1.8051 -1.1538 -0.828 0.793 -0.582
C -2.6954 1.5744 5.6589 0.578 -0.335 -0.595
C -2.0404 2.3661 4.6956 -0.111 -0.409 -0.054
C -1.4544 1.7886 3.5668 -0.245 -0.545 0.422
C -1.4759 0.3771 3.3899 -0.264 0.705 0.548
C -0.8734 -0.1897 2.1901 -0.463 -1.538 -0.789
C 0.0677 0.4873 1.4568 0.697 0.405 0.915
C 0.6709 -0.0252 0.3211 -0.710 0.604 -0.897
C 1.6961 0.8253 -0.3804 1.367 -0.658 2.522
C 2.6282 -0.1327 -1.1313 0.675 1.176 -0.744
C 2.2472 -0.6094 -2.4002 0.421 -0.810 -0.337
C 3.1348 -1.3937 -3.1828 -0.406 -0.152 0.570
C 4.4129 -1.7019 -2.6875 0.242 0.642 0.111
C 4.8277 -1.1797 -1.4424 -0.517 -0.375 0.269
C 3.9225 -0.4075 -0.6756 0.410 -1.031 0.157
C 0.2229 -1.2493 -0.1901 -0.024 -0.728 0.046
C -0.8067 -1.9828 0.3889 -0.219 0.949 1.915
C -1.4078 -3.1719 -0.2232 0.133 -0.443 -0.554
C -1.2984 -3.3058 -1.6284 -0.170 -0.270 0.068
C -1.8716 -4.3869 -2.2960 -0.146 -0.231 0.363
C -2.5712 -5.3797 -1.5877 0.369 0.483 0.506
C -2.6856 -5.2624 -0.1921 0.198 0.410 -0.577
C -2.1257 -4.1777 0.4810 0.247 0.203 -0.273
C -1.2726 -1.5487 1.7333 0.559 0.792 -0.814
O -1.9493 -2.2955 2.4560 -0.528 -0.452 0.235
C -2.1298 -0.4062 4.3702 0.118 0.115 0.004
C -2.7176 0.1810 5.4841 0.000 0.805 -0.164
H -3.1431 2.0314 6.5305 -0.064 0.043 0.021
H -2.0035 3.4465 4.8046 -0.062 -0.085 0.067
H -0.9882 2.4139 2.7953 -0.300 -0.198 0.444
H 0.5391 1.3716 1.9254 -0.449 -0.197 -0.506
H 2.1495 1.5497 0.2986 1.690 -2.663 2.776
H 1.2147 -0.4807 -2.7638 0.613 0.234 0.181
H 2.7831 -1.8524 -4.1341 0.328 0.557 0.785
H 5.1182 -2.2971 -3.2880 -0.468 0.243 0.348
H 5.8234 -1.4618 -1.0176 -0.980 0.427 -0.499
H 4.2193 -0.0933 0.3424 -0.203 0.005 -0.731
H 0.7877 -1.7927 -0.9532 -0.349 0.592 -0.081
H -0.7637 -2.5365 -2.2054 -0.378 -0.384 0.300
H -1.7872 -4.4533 -3.3788 0.008 -0.025 0.137
H -2.9929 -6.2373 -2.0944 -0.063 0.034 -0.109
H -3.2275 -6.0013 0.3931 0.064 -0.009 -0.179
H -2.2349 -4.0791 1.5576 0.090 -0.017 -0.379
H -2.1906 -1.4836 4.2300 0.139 0.475 0.035
H -3.2193 -0.4599 6.2034 0.042 0.123 0.014
```
Positions in Å, forces in eV/Å.

Computed properties:
Kohn-Sham gap = 5.97 eV
DFT total energy = -1498.41061 Ha
LUMO = 2.582 eV
charge = -1
SMILES = CCOC(=O)[C@@H](C(C)=O)[C@H](c1ccccc1)c1cc(-c2ccccc2)c([O-])c(-c2ccccc2)c1
relative energy (zero: lowest compared OMol25 entry of this formula, charge and spin) = 2.597 eV

These are the Mulliken partial charges, in e, on atoms 1 to 4: number 1, C, carries -1.22; number 2, C, carries -0.30; number 3, O, carries -0.13; number 4, C, carries 0.01



No. 3
Formula: C31H28BaF8N2O5S2Si
Source: the Open Molecules 2025 dataset
Level of theory: ωB97M-V/def2-TZVPD

```
78
Properties=species:S:1:pos:R:3:forces:R:3
Ba -0.3524 -0.3644 0.2979 -2.499 3.142 -3.021
C -2.8212 1.4938 3.8285 -0.136 0.312 0.254
C -2.4174 0.3548 2.9427 0.474 -0.223 -0.783
O -1.6328 0.6172 2.0154 -1.486 0.571 2.033
C -2.9120 -0.9972 3.1804 -0.073 0.295 0.224
C -3.5471 -1.2963 4.4076 0.052 -0.028 -0.134
C -3.9867 -2.5610 4.7110 0.148 -0.270 -0.446
C -3.8173 -3.5789 3.7299 -0.014 0.274 0.126
C -3.2359 -3.3200 2.5156 -0.081 0.044 0.172
C -2.7351 -2.0168 2.1845 0.362 0.287 -0.892
O -2.1786 -1.7948 1.0444 -1.011 -0.832 1.340
H -2.4864 2.4195 3.3581 -0.030 -0.103 0.036
H -2.3466 1.3903 4.8120 -0.078 0.030 -0.099
H -3.9044 1.5218 3.9706 0.089 -0.001 0.042
H -3.6704 -0.5028 5.1404 0.019 -0.090 -0.083
H -4.4437 -2.7774 5.6678 -0.016 -0.031 -0.023
H -4.1618 -4.5874 3.9440 0.000 0.061 0.005
H -3.1256 -4.0870 1.7561 0.010 0.029 0.082
F 0.1758 -0.9612 3.5102 -0.088 0.109 0.308
C 0.9785 -1.9896 3.2796 0.389 -0.108 -0.857
F 0.3257 -3.1203 3.4821 -0.202 -0.235 0.277
F 2.0319 -1.9385 4.0990 -0.208 0.191 0.473
S 1.6389 -1.9375 1.5487 0.812 -0.772 0.545
O 2.8709 -2.6561 1.7178 0.336 -0.354 -0.186
O 0.6346 -2.5756 0.6956 1.356 -0.287 1.077
O 1.7991 -0.4869 1.2943 1.402 -1.509 0.947
C 2.8067 -4.0891 -3.8956 -0.200 0.194 0.046
C 2.5241 -2.9373 -4.6266 -0.218 0.009 0.177
C 1.4344 -2.1283 -4.2882 0.011 -0.203 0.124
C 0.5849 -2.4357 -3.2097 0.226 -0.411 -0.037
C 0.9135 -3.6008 -2.4725 0.040 0.134 -0.090
C 1.9968 -4.4179 -2.8067 -0.194 0.310 -0.093
Si -0.8675 -1.2997 -2.6051 -0.165 -0.533 -1.145
C -2.3749 -2.5231 -2.6658 -0.350 -0.252 -0.002
C -2.4051 -3.7684 -3.3192 -0.187 0.057 0.116
C -3.5550 -4.5654 -3.3474 0.044 0.262 0.128
C -4.7224 -4.1364 -2.7157 0.249 0.087 -0.038
C -4.7243 -2.9108 -2.0519 0.242 0.002 -0.111
C -3.5695 -2.1280 -2.0285 0.064 -0.196 -0.137
C -1.2539 -0.2686 -4.1855 0.024 0.411 -0.419
C -1.8393 -0.7902 -5.3550 0.050 0.163 0.012
C -2.1150 0.0145 -6.4604 0.116 0.133 0.198
C -1.8094 1.3799 -6.4319 -0.021 -0.234 0.094
C -1.2263 1.9274 -5.2957 0.027 -0.255 0.166
C -0.9560 1.1073 -4.1924 -0.134 -0.145 -0.262
H 3.6478 -4.7182 -4.1636 0.019 0.013 0.006
H 3.1605 -2.6577 -5.4611 -0.036 -0.005 0.058
H 1.2489 -1.2278 -4.8727 0.002 -0.148 0.088
H 0.3076 -3.8707 -1.6024 0.124 0.079 -0.245
H 2.2082 -5.3071 -2.2183 -0.026 0.068 -0.028
H -1.5076 -4.1283 -3.8194 -0.081 0.048 0.052
H -3.5380 -5.5210 -3.8663 0.003 0.070 0.039
H -5.6174 -4.7505 -2.7366 0.041 0.008 0.005
H -5.6226 -2.5670 -1.5437 0.112 -0.029 -0.054
H -3.5961 -1.1837 -1.4903 0.041 -0.055 -0.026
H -2.0924 -1.8503 -5.4017 0.036 0.180 0.044
H -2.5737 -0.4209 -7.3455 0.038 0.044 0.072
H -2.0363 2.0103 -7.2868 0.012 -0.052 0.024
H -0.9909 2.9907 -5.2492 -0.053 -0.222 0.010
H -0.5188 1.5628 -3.3116 -0.026 -0.049 0.016
F -2.3121 2.2446 -0.6191 0.041 -0.232 -0.109
C -1.8123 3.4666 -0.0865 -0.136 -0.055 0.567
F -0.4965 3.0672 0.3341 0.145 -0.129 0.066
C -1.4997 4.2623 -1.3253 0.091 -0.398 0.355
F -2.6249 4.5242 -2.0123 -0.082 0.293 -0.238
F -0.9203 5.4383 -0.9913 -0.037 0.217 -0.192
F -0.6466 3.6718 -2.2032 0.132 0.114 -0.353
C 4.8804 -0.2303 1.3358 0.157 0.120 -0.159
N 4.6624 0.2345 -0.0259 -0.211 -0.248 0.148
C 4.1727 -0.5172 -1.0337 0.152 0.007 -0.561
N 4.0225 -1.8401 -0.7927 -0.175 0.161 -0.319
S 3.8642 0.1550 -2.5596 0.103 -0.074 0.573
H 5.2899 0.5989 1.9039 0.066 0.079 0.064
H 5.6064 -1.0449 1.3556 0.035 -0.021 -0.082
H 3.9731 -0.5700 1.8247 0.036 0.099 -0.043
H 4.5826 1.2167 -0.2060 0.091 0.183 0.035
H 3.8293 -2.1611 0.1457 0.149 -0.041 0.084
H 3.5075 -2.3232 -1.5172 0.086 -0.060 -0.042
```
Positions in Å, forces in eV/Å.

Computed properties:
Kohn-Sham gap = 5.59 eV
DFT total energy = -3594.25592 Ha
LUMO = 3.997 eV
charge = -2
relative energy (zero: lowest compared OMol25 entry of this formula, charge and spin) = 2.901 eV

These are the Mulliken partial charges, in e, on atoms 1 to 4: number 1, Ba, carries 1.93; number 2, C, carries -1.80; number 3, C, carries 0.57; number 4, O, carries -0.24



No. 4
Formula: C31H28BaIN4O9S2
Source: the Open Molecules 2025 dataset
Level of theory: ωB97M-V/def2-TZVPD

```
76
Properties=species:S:1:pos:R:3:forces:R:3
Ba -0.1093 0.5965 -1.9467 3.075 -2.523 5.262
C -4.0729 2.0878 -0.1635 0.144 0.009 -0.004
C -3.0023 3.1318 -0.1895 -0.121 -0.128 -0.077
N -3.3411 4.3902 -0.0907 -0.256 -0.143 0.106
C -2.3756 5.3169 -0.0645 0.373 0.263 0.220
C -1.0286 5.0394 -0.1116 -0.101 -0.042 0.011
C -0.0648 6.2033 -0.1428 0.022 0.024 0.263
O 0.1118 6.7050 -1.4470 0.202 0.004 -0.479
C -0.6240 3.6888 -0.2504 -1.250 -0.012 0.194
C 0.7460 3.3066 -0.3023 1.097 -0.365 0.373
N 1.1295 2.0895 -0.4647 0.162 2.102 1.327
C 2.4535 1.7410 -0.4789 1.431 0.154 0.159
C 3.4729 2.5320 -1.0232 -0.282 -0.129 0.031
C 4.7833 2.0987 -1.0019 0.102 -0.006 0.053
C 5.1163 0.8762 -0.4380 -0.025 -0.102 0.018
C 4.1208 0.0564 0.0775 -0.006 0.130 -0.025
C 2.8181 0.4978 0.0310 -0.915 -0.517 0.411
I 1.2115 -0.7624 0.6918 1.203 -0.073 0.835
C -1.6418 2.6786 -0.3147 0.094 1.170 0.617
O -1.3864 1.4472 -0.4523 -3.118 1.319 3.465
H -5.0541 2.5529 -0.1218 -0.024 0.054 -0.012
H -3.9224 1.4563 0.7120 -0.078 -0.153 0.041
H -3.9916 1.4394 -1.0349 -0.051 -0.105 -0.065
H -2.7224 6.3402 -0.0002 0.085 0.172 0.044
H 0.9085 5.9325 0.2922 -0.194 0.089 0.075
H -0.4744 7.0367 0.4386 0.046 -0.197 0.064
H 0.3015 5.9332 -2.0271 -0.119 0.241 0.093
H 1.4926 4.0882 -0.1273 -0.016 -0.061 -0.080
H 3.2020 3.4489 -1.5221 -0.014 0.144 -0.080
H 5.5533 2.7182 -1.4367 0.062 0.045 -0.076
H 6.1425 0.5405 -0.4247 0.103 -0.015 -0.004
H 4.3422 -0.9101 0.5019 0.086 -0.083 -0.013
C -2.2776 5.8150 -7.7185 0.062 -0.014 0.035
C -1.1446 5.0028 -7.1628 0.063 0.029 0.001
C -0.3314 5.5315 -6.1647 0.077 -0.098 -0.073
C 0.7024 4.7854 -5.6238 0.200 0.148 0.121
C 0.8949 3.4866 -6.0526 0.155 -0.494 0.219
C 0.1312 2.9628 -7.0772 -0.028 0.081 -0.202
C -0.8791 3.7243 -7.6371 0.088 0.013 0.067
S 2.1554 2.4365 -5.3401 0.689 -0.316 -0.680
O 3.1060 2.1573 -6.3963 -0.170 -0.115 -0.073
O 2.7129 3.0159 -4.1572 -0.355 0.225 0.245
N 1.3496 1.0301 -4.9934 -0.112 0.636 -0.398
C 2.0308 -0.2157 -5.2653 0.711 -0.391 -0.408
C 1.2437 -1.3604 -4.6453 0.020 0.667 0.227
C 1.0672 -1.1193 -3.1440 2.025 -3.095 -1.407
O 0.0869 -1.6319 -2.5774 -0.350 -2.479 -0.840
O 1.8590 -0.3686 -2.5466 3.000 -1.198 -1.070
H -2.9596 6.1005 -6.9179 -0.091 0.030 0.003
H -2.8300 5.2476 -8.4639 -0.075 0.024 -0.047
H -1.9036 6.7294 -8.1796 -0.039 0.051 -0.042
H -0.5171 6.5325 -5.8000 0.023 0.091 0.032
H 1.3507 5.1883 -4.8622 -0.051 0.015 0.119
H 0.3315 1.9655 -7.4348 -0.054 -0.146 -0.057
H -1.4784 3.3157 -8.4373 -0.091 -0.071 -0.056
H 0.3866 1.0531 -5.3087 -0.023 0.084 -0.144
H 3.0130 -0.1411 -4.7913 -0.067 -0.194 -0.103
H 2.1741 -0.3694 -6.3473 0.057 -0.017 0.222
H 1.7509 -2.3124 -4.8026 -0.023 -0.027 -0.037
H 0.2406 -1.4165 -5.0720 -0.005 -0.160 -0.117
O 0.3649 4.4248 -2.8323 0.041 -0.168 -0.080
C -0.5152 3.6233 -3.1378 -0.148 2.273 0.025
N -0.3233 2.3358 -3.3231 -0.547 2.200 -2.890
S -1.6239 1.6262 -3.8987 -2.740 1.788 -3.226
O -1.4969 1.3867 -5.3225 -0.164 -0.088 0.142
O -1.9569 0.4530 -3.1432 -3.884 -0.503 -2.067
C -2.7604 2.9662 -3.6118 0.597 0.146 0.093
C -4.1293 3.0750 -3.6489 -0.097 -0.304 -0.170
C -4.6808 4.3190 -3.3672 0.037 -0.085 -0.030
C -3.8733 5.4106 -3.0851 0.061 0.086 -0.117
C -2.4908 5.2879 -3.0447 0.055 -0.128 -0.240
C -1.9482 4.0390 -3.2926 -0.281 0.190 0.202
H -4.7444 2.2168 -3.8728 -0.123 -0.042 -0.021
H -5.7539 4.4284 -3.3574 -0.128 0.031 -0.009
H -4.3272 6.3677 -2.8699 -0.044 0.036 0.038
H -1.8490 6.1232 -2.8048 0.014 0.023 0.067
```
Positions in Å, forces in eV/Å.

Computed properties:
Kohn-Sham gap = 7.14 eV
DFT total energy = -3213.88713 Ha
LUMO = 2.349 eV
charge = -1
relative energy (zero: lowest compared OMol25 entry of this formula, charge and spin) = 3.815 eV

These are the Mulliken partial charges, in e, on atoms 1 to 4: number 1, Ba, carries 2.32; number 2, C, carries -1.51; number 3, C, carries 0.81; number 4, N, carries -0.57